(1)
Below is a 5-piece molecular cluster, C4H19N2O5 overall in a non-equilibrium geometry, with properties calculated with ωB97M-V/def2-TZVPD.

Last column: Löwdin charge in e.
Geometry (Å):
C1 -0.93866 -0.47848 -0.60329  -0.213
N1 0.36579 -0.78882 -1.24826  -0.065
C2 1.48226 0.24333 -0.77666  -0.383
O1 1.08457 1.07558 0.14935  -0.323
C3 -2.12046 -1.39755 -1.12668  -0.375
C4 -3.45380 -0.67627 -0.71643  -0.099
N2 -2.13159 -2.69476 -0.40554  0.021
H1 -1.29058 0.65089 -0.57618  0.128
H2 -0.76764 -0.79276 0.47201  0.110
H3 0.14882 -0.68345 -2.23909  0.076
H4 1.76417 0.74006 -1.76378  0.113
H5 2.26909 -0.44379 -0.30957  0.114
H6 -2.29865 -1.74029 -2.15363  0.122
H7 -3.27651 0.27623 -0.32644  0.019
H8 -4.05441 -0.40628 -1.64190  0.069
H9 -4.20714 -1.28656 -0.11092  0.083
H10 -2.01840 -3.48876 -0.86767  -0.013
H11 -1.53697 -2.67880 0.44810  0.077
H12 2.75818 2.56374 1.78220  0.006
H13 1.60301 2.59199 0.79640  0.028
O2 2.26335 3.22688 1.27565  -0.139
H14 1.06656 -1.63453 1.72882  0.003
H15 0.89771 -2.10077 0.38654  -0.037
O3 1.14375 -2.47583 1.22776  -0.092
H16 0.36479 3.56312 -1.37240  -0.019
H17 0.27238 2.25424 -0.63566  -0.024
O4 -0.26387 3.02150 -0.97287  -0.083
H18 1.43575 0.54316 1.54936  -0.011
H19 1.42112 0.66351 3.07839  0.011
O5 1.77136 0.10787 2.40391  -0.103

The net charge is -1. As for the HOMO energy: -5.04 eV. The electronic energy comes out at -17674.19458 eV. Its relative energy (zero: lowest compared OMol25 entry of this formula, charge and spin) is 34.9 kcal/mol. The molar mass is 175.2 u. For the lowest unoccupied orbital energy, the calculation gives 3.665 eV. The calculation puts the orbital gap at 8.7 eV.


(2)
Below is C36H38BMgN6O2P as an isolated structure in a non-equilibrium geometry, with properties calculated with ωB97M-V/def2-TZVPD.

Last column: Löwdin charge in e.
Geometry (Å):
Mg1 -0.20977 0.35353 0.07339  0.563
N1 2.08965 -0.14374 0.10888  0.049
C1 2.97117 -1.25359 0.02205  -0.288
C2 4.35176 -1.06346 0.00663  -0.026
C3 5.20727 -2.14977 -0.01465  -0.076
C4 4.70044 -3.44256 -0.04257  -0.079
C5 3.33135 -3.63569 -0.07216  -0.105
C6 2.45552 -2.55235 -0.04409  -0.340
P1 0.63672 -2.70852 -0.08585  1.156
C7 0.41621 -3.85326 -1.51213  -0.335
C8 1.33602 -3.82996 -2.56403  -0.097
C9 1.08926 -4.51732 -3.74270  -0.082
C10 -0.10007 -5.20938 -3.91409  -0.090
C11 -1.02506 -5.23406 -2.88199  -0.084
C12 -0.77265 -4.56014 -1.69798  -0.097
C13 0.31635 -3.72377 1.41344  -0.320
C14 1.27192 -3.88262 2.41823  -0.079
C15 0.96211 -4.54896 3.59401  -0.073
C16 -0.31865 -5.03242 3.81002  -0.080
C17 -1.28452 -4.85690 2.83243  -0.072
C18 -0.97244 -4.20469 1.65151  -0.107
H1 2.58487 0.73716 0.14426  0.073
H2 1.53614 -0.20764 0.96615  0.049
H3 4.75138 -0.05560 0.02644  0.112
H4 6.27747 -1.98928 -0.00053  0.106
H5 5.37356 -4.28975 -0.03950  0.105
H6 2.92397 -4.63873 -0.11757  0.122
H7 2.25893 -3.27493 -2.46564  0.098
H8 1.82530 -4.50079 -4.53672  0.103
H9 -0.30779 -5.72118 -4.84484  0.101
H10 -1.96326 -5.76007 -3.00705  0.105
H11 -1.51712 -4.59599 -0.91480  0.082
H12 2.26653 -3.47945 2.29615  0.097
H13 1.72580 -4.67937 4.35002  0.105
H14 -0.56668 -5.52857 4.73902  0.104
H15 -2.29610 -5.20468 3.00102  0.107
H16 -1.75120 -4.06608 0.91391  0.078
O1 -1.47880 -0.82634 3.62204  0.086
C19 -1.26252 -0.67446 2.43545  -0.563
O2 -0.22016 -0.10147 1.91342  -0.153
C20 -2.26933 -1.18235 1.41684  -0.183
C21 -3.47260 -1.78875 1.82606  0.019
C22 -4.29803 -2.31046 0.87468  0.012
C23 -3.92796 -2.23608 -0.48985  -0.146
C24 -4.71274 -2.77537 -1.53324  -0.027
C25 -4.31633 -2.64484 -2.83506  -0.071
C26 -3.12024 -1.97077 -3.15204  -0.063
C27 -2.33543 -1.44644 -2.16606  -0.017
C28 -2.71782 -1.57361 -0.81257  -0.218
N2 -1.91380 -1.06668 0.15799  0.059
H17 -3.69790 -1.82133 2.88220  0.124
H18 -5.23891 -2.77676 1.14113  0.121
H19 -5.63277 -3.28933 -1.28220  0.115
H20 -4.92947 -3.04637 -3.63117  0.105
H21 -2.83033 -1.86938 -4.18976  0.109
H22 -1.41415 -0.92419 -2.39206  0.110
C29 -1.41048 5.03669 2.15143  -0.150
C30 -1.23943 3.68310 2.81473  -0.162
N3 -0.26558 2.88099 2.07958  0.106
C31 0.35298 3.26201 0.93002  -0.364
N4 0.83055 2.34129 0.12102  -0.024
C32 1.58567 2.77483 -1.05005  -0.236
C33 1.18718 4.16119 -1.53186  -0.155
C34 1.30655 5.10773 -0.35361  -0.152
N5 0.50349 4.60277 0.74023  -0.044
C35 -0.03850 5.52901 1.71814  -0.144
H23 -1.88273 5.73987 2.83612  0.119
H24 -2.04146 4.92937 1.26730  0.101
H25 -2.19649 3.15849 2.84413  0.124
H26 -0.88330 3.80573 3.84140  0.118
H27 -0.35088 1.87849 2.17483  0.094
H28 1.41493 2.03824 -1.83927  0.108
H29 2.66365 2.78532 -0.82680  0.111
H30 0.15182 4.13873 -1.87766  0.123
H31 1.82861 4.48649 -2.35124  0.115
H32 0.94321 6.10307 -0.61223  0.121
H33 2.35894 5.20087 -0.05494  0.128
H34 -0.11254 6.51154 1.25256  0.120
H35 0.62581 5.61162 2.58858  0.130
B1 -4.03065 2.75555 -0.28774  -0.410
C36 -2.66971 2.03207 -0.46166  -0.180
N6 -1.67461 1.45839 -0.61069  0.091
H36 -3.86821 3.72666 0.41556  -0.007
H37 -4.41547 3.05225 -1.39251  0.007
H38 -4.75842 1.93880 0.23610  0.008

The net charge is 0. As for the HOMO energy: -8.25 eV. The electronic energy comes out at -66399.56743 eV. Its relative energy (zero: lowest compared OMol25 entry of this formula, charge and spin) is 19.0 kcal/mol. The molar mass is 652.8 u. For the lowest unoccupied orbital energy, the calculation gives -0.149 eV. The calculation puts the orbital gap at 8.1 eV.